--- 1 ---
Below is a single C2H4NO2P molecule, with properties calculated with ωB97M-V/def2-TZVPD.

Output
SMILES string: O=[P@@]1(O)[C@@H]2N[C@@H]21
Frontier orbital gap in eV: 10.24

```
! RIJCOSX wB97M-V def2-TZVPD def2/J DEFGRID3
* xyz 0 1
C -0.39 0.43 -0.75
C -0.36 0.49 0.76
N -1.29 -0.38 0.18
O 2.29 0.86 0.18
O 1.56 -1.74 -0.08
P 1.15 -0.03 0.04
H -0.85 1.12 -1.56
H -0.51 1.42 1.31
H -2.32 -0.05 0.21
H 0.72 -2.11 -0.29
*
```

--- 2 ---
Below is a single C2H4NO2P molecule, with properties calculated with ωB97M-V/def2-TZVPD.

Output
Frontier orbital gap (spin up / spin down) in eV: 8.07 / 8.08

```
! RIJCOSX wB97M-V def2-TZVPD def2/J DEFGRID3
* xyz 0 1
C 0.48 -1.01 -0.88
C 0.00 0.32 1.53
N -1.00 0.70 -1.14
O -0.70 -0.52 -1.22
O -0.03 1.63 -0.80
P -0.96 1.38 0.64
H 1.37 -0.38 -0.83
H 0.45 -2.04 -1.14
H -0.59 0.14 2.31
H 0.98 -0.21 1.54
*
```

We find 1 to be the most stable, with the next structure 110.8 kcal/mol higher.

--- 1 ---
Below is a gas-phase ion, C4H12N2S (charge +1), with properties calculated with ωB97M-V/def2-TZVPD.

Output
Frontier orbital gap (spin up / spin down) in eV: 9.47 / 5.26

```
! RIJCOSX wB97M-V def2-TZVPD def2/J DEFGRID3
* xyz 1 2
C 0.81 0.98 -0.58
N -0.29 -0.07 -0.45
C -0.96 -0.45 0.97
C -2.45 -0.29 0.77
S -3.16 -0.72 2.28
C 2.21 0.52 -0.53
N 2.39 -0.50 -1.63
H 0.59 1.75 0.15
H 0.69 1.57 -1.53
H -0.48 -0.33 -1.50
H -0.59 -1.36 1.25
H -0.47 0.15 1.82
H -2.89 -1.03 0.13
H -2.93 0.71 0.55
H -2.14 -1.45 2.64
H 2.46 0.25 0.53
H 2.83 1.42 -0.69
H 1.52 -0.99 -1.78
H 2.83 -0.18 -2.42
*
```

--- 2 ---
Below is 3 unconnected molecules or ions with the total composition C4H12N2S, with properties calculated with ωB97M-V/def2-TZVPD.

Output
Frontier orbital gap (spin up / spin down) in eV: 8.42 / 6.79

```
! RIJCOSX wB97M-V def2-TZVPD def2/J DEFGRID3
* xyz 1 2
C 1.65 -0.73 -0.97
C 0.41 -2.63 -1.61
N 0.39 -1.48 -1.13
H 1.89 -0.70 0.10
H 1.47 0.27 -1.35
H 2.48 -1.16 -1.55
H 1.35 -3.02 -1.98
H -0.56 -3.12 -1.65
H -0.02 -0.33 0.22
C -0.31 1.22 1.27
C -1.78 0.85 1.37
S -2.42 0.00 -0.02
N 0.11 2.00 0.15
H 0.20 0.11 1.26
H -0.01 1.72 2.19
H -2.40 1.74 1.54
H -1.95 0.27 2.28
H 0.18 2.98 0.38
H -0.67 1.98 -0.51
*
```

--- 3 ---
Below is a gas-phase ion, C4H12N2S (charge +1), with properties calculated with ωB97M-V/def2-TZVPD.

Output
Frontier orbital gap (spin up / spin down) in eV: 10.55 / 5.44

```
! RIJCOSX wB97M-V def2-TZVPD def2/J DEFGRID3
* xyz 1 2
C -0.44 -1.27 0.18
N 0.17 0.01 -0.18
C -0.45 0.94 -1.06
C 0.60 1.95 -1.62
S 1.36 1.41 -3.15
C -0.85 -1.15 1.63
N 0.33 -1.02 2.46
H -1.28 -1.47 -0.47
H 0.31 -2.04 0.00
H 1.89 0.27 -2.69
H -1.13 1.58 -0.48
H -0.91 0.37 -1.86
H 0.12 2.91 -1.85
H 1.36 2.11 -0.86
H -1.51 -1.98 1.90
H -1.46 -0.25 1.77
H 0.15 -1.14 3.44
H 0.65 0.43 0.63
H 1.06 -1.67 2.20
*
```

We find 3 to be the most stable, with the next structure 54.8 kcal/mol higher.

--- 1 ---
Below is a gas-phase ion, C3H8N3 (charge +1), with properties calculated with ωB97M-V/def2-TZVPD.

Output
SMILES string: C[N@@H+]1CN=CN1
Frontier orbital gap in eV: 11.29

```
! RIJCOSX wB97M-V def2-TZVPD def2/J DEFGRID3
* xyz 1 1
C -1.79 0.48 0.33
C -0.34 0.39 -1.34
C 1.64 -0.15 0.49
N -1.64 0.66 -0.92
N -0.66 -0.10 0.95
N 0.26 -0.51 0.01
H -2.67 0.84 0.79
H -0.29 -0.27 -2.18
H 0.27 1.23 -1.39
H 2.12 0.74 -0.08
H 1.56 0.14 1.55
H 2.34 -1.00 0.49
H -1.01 -0.88 1.57
H 0.20 -1.56 -0.28
*
```

--- 2 ---
Below is a gas-phase ion, C3H8N3 (charge +1), with properties calculated with ωB97M-V/def2-TZVPD.

Output
SMILES string: C=NN(C)C=[NH2+]
Frontier orbital gap in eV: 10.03

```
! RIJCOSX wB97M-V def2-TZVPD def2/J DEFGRID3
* xyz 1 1
C -1.10 1.75 0.06
C 1.32 -0.75 -0.01
C -1.47 -1.07 0.01
N -0.09 1.00 -0.18
N -0.01 -0.35 -0.16
N 2.32 0.08 -0.01
H -2.09 1.37 0.02
H -0.81 2.75 -0.03
H 1.58 -1.77 -0.12
H -2.27 -0.53 0.31
H -1.24 -1.77 0.77
H -1.71 -1.50 -0.92
H 2.22 1.04 0.17
H 3.35 -0.26 0.10
*
```

--- 3 ---
Below is 2 unconnected molecules or ions with the total composition C3H8N3, with properties calculated with ωB97M-V/def2-TZVPD.

Output
Frontier orbital gap (spin up / spin down) in eV: 6.72 / 9.96

```
! RIJCOSX wB97M-V def2-TZVPD def2/J DEFGRID3
* xyz 1 1
C 0.45 1.13 -0.50
C -0.48 0.42 0.33
C 1.83 -0.86 0.10
N -3.75 -0.08 0.38
N -2.91 -0.42 -0.32
N 0.58 -0.31 -0.39
H 0.30 1.49 -1.60
H 1.17 1.75 -0.09
H -0.45 0.30 1.41
H 2.49 -0.80 -0.81
H 2.18 -0.37 1.08
H 1.81 -1.92 0.42
H -3.66 0.51 1.18
H 0.42 -0.83 -1.20
*
```

We find 1 to be the most stable, with the next structure 4.4 kcal/mol higher.

--- 1 ---
Below is a gas-phase ion, C3H8N3 (charge +1), with properties calculated with ωB97M-V/def2-TZVPD.

Output
Frontier orbital gap (spin up / spin down) in eV: 9.36 / 9.44

```
! RIJCOSX wB97M-V def2-TZVPD def2/J DEFGRID3
* xyz 1 1
C -1.79 -0.52 0.06
C 0.11 1.40 -0.43
C 1.32 -0.27 0.80
N -2.06 0.58 0.54
N -0.60 -0.92 -0.49
N 0.52 0.05 -0.41
H -2.51 -1.34 0.07
H -0.36 1.79 -1.32
H 0.34 2.03 0.40
H 0.72 -0.06 1.68
H 1.60 -1.32 0.79
H 2.22 0.34 0.83
H -0.60 -1.58 -1.26
H 1.09 -0.17 -1.25
*
```

--- 2 ---
Below is a molecular structure, C3H8N3, with properties calculated with ωB97M-V/def2-TZVPD.

Output
Frontier orbital gap in eV: 10.25

```
! RIJCOSX wB97M-V def2-TZVPD def2/J DEFGRID3
* xyz 1 1
C 0.72 0.40 -1.02
C 0.65 0.58 0.29
C 0.75 1.77 1.23
N 0.09 -1.68 0.44
N 0.64 -0.74 0.78
N -1.44 -1.86 -0.63
H 0.62 -0.50 -1.72
H 0.84 1.27 -1.64
H 1.66 1.94 1.86
H 0.03 1.83 2.01
H 0.76 2.78 0.61
H -1.51 -2.13 -1.60
H -2.01 -1.02 -0.54
H -1.81 -2.63 -0.07
*
```

We find 2 to be the most stable, with the next structure 27.1 kcal/mol higher.

--- 1 ---
Below is a gas-phase ion, C3H8N3 (charge +1), with properties calculated with ωB97M-V/def2-TZVPD.

Output
SMILES string: C[N+]1=NCNC1
Frontier orbital gap (spin up / spin down) in eV: 7.44 / 7.44

```
! RIJCOSX wB97M-V def2-TZVPD def2/J DEFGRID3
* xyz 1 1
C -1.20 -0.35 1.35
C 0.80 -0.75 0.17
C 0.13 0.84 -1.78
N -1.40 0.32 0.18
N 0.06 -1.03 1.36
N -0.23 0.04 -0.64
H -1.29 0.49 2.09
H -2.12 -0.97 1.55
H 1.47 -0.06 0.48
H 1.34 -1.54 -0.31
H -0.46 0.48 -2.65
H 1.21 0.86 -1.77
H -0.26 1.80 -1.58
H 0.12 -1.81 1.89
*
```

--- 2 ---
Below is a molecular structure, C3H8N3, with properties calculated with ωB97M-V/def2-TZVPD.

Output
Frontier orbital gap in eV: 9.43

```
! RIJCOSX wB97M-V def2-TZVPD def2/J DEFGRID3
* xyz 1 1
C 2.37 -1.30 0.07
C 0.51 0.24 0.43
C -1.92 0.29 -0.74
N 1.46 -0.56 0.53
N 0.20 1.37 0.99
N -0.73 -0.49 -0.75
H 2.89 -1.07 -0.85
H 2.67 -2.17 0.63
H -2.56 -0.14 -1.51
H -1.69 1.32 -1.06
H -2.49 0.29 0.20
H 0.88 1.87 1.55
H -0.71 1.77 0.85
H -0.89 -1.42 -0.35
*
```

--- 3 ---
Below is a gas-phase ion, C3H8N3 (charge +1), with properties calculated with ωB97M-V/def2-TZVPD.

Output
SMILES string: NC[NH2+][C@H]1C=N1
Frontier orbital gap in eV: 11.68

```
! RIJCOSX wB97M-V def2-TZVPD def2/J DEFGRID3
* xyz 1 1
C 1.68 1.02 1.67
C 1.86 1.13 0.26
C -0.77 -0.08 0.26
N 2.48 0.18 1.18
N 0.72 0.45 -0.53
N -1.78 -0.44 -0.49
H 1.11 1.08 2.55
H 2.29 1.91 -0.28
H -1.04 0.72 0.99
H -0.32 -0.93 0.82
H 0.37 1.24 -1.07
H 1.02 -0.24 -1.16
H -2.46 0.08 -1.05
H -1.54 -1.29 -1.03
*
```

We find 2 to be the most stable, with the next structure 15.8 kcal/mol higher.

--- 1 ---
Below is a molecular structure, C3H8N3, with properties calculated with ωB97M-V/def2-TZVPD.

Output
Frontier orbital gap in eV: 9.15

```
! RIJCOSX wB97M-V def2-TZVPD def2/J DEFGRID3
* xyz 1 1
C -0.35 0.90 2.04
C -0.58 -0.17 0.35
C 0.24 -0.23 -1.87
N -0.36 1.27 0.71
N -0.24 -0.42 1.74
N 0.42 -0.80 -0.57
H -0.59 1.41 2.87
H 0.83 -0.80 -2.60
H -0.81 -0.24 -2.29
H 0.48 0.79 -2.18
H -0.77 2.03 0.18
H -0.12 -1.19 2.31
H 1.46 -0.70 -0.30
H 0.40 -1.88 -0.39
*
```

--- 2 ---
Below is 2 unconnected molecules or ions with the total composition C3H8N3, with properties calculated with ωB97M-V/def2-TZVPD.

Output
Frontier orbital gap (spin up / spin down) in eV: 7.39 / 10.72

```
! RIJCOSX wB97M-V def2-TZVPD def2/J DEFGRID3
* xyz 1 1
C -3.14 -0.44 -0.13
C 0.70 -0.21 0.07
C 0.65 1.32 0.05
N -2.23 0.39 -0.09
N -0.25 -0.98 0.08
N 2.16 -0.82 0.14
H -3.22 -1.50 -0.37
H -4.14 0.10 -0.33
H 1.31 1.75 -0.70
H 0.90 1.63 1.12
H -0.35 1.80 -0.05
H 2.52 -0.79 -0.74
H 2.33 -1.94 0.20
H 2.76 -0.32 0.75
*
```

--- 3 ---
Below is a gas-phase ion, C3H8N3 (charge +1), with properties calculated with ωB97M-V/def2-TZVPD.

Output
SMILES string: N[C@H]1CNC=[NH+]1
Frontier orbital gap in eV: 10.24

```
! RIJCOSX wB97M-V def2-TZVPD def2/J DEFGRID3
* xyz 1 1
C -0.56 -0.21 1.55
C 0.15 -1.12 -0.39
C -0.15 0.43 -0.64
N -0.27 -1.34 0.94
N -0.52 0.83 0.76
N 0.82 1.25 -1.09
H -0.76 -0.18 2.55
H -0.46 -1.64 -1.13
H 1.24 -1.41 -0.62
H -1.15 0.85 -1.40
H 0.03 -2.23 1.24
H -1.00 1.68 0.79
H 0.96 1.83 -1.97
H 1.66 1.26 -0.59
*
```

--- 4 ---
Below is 2 unconnected molecules or ions with the total composition C3H8N3, with properties calculated with ωB97M-V/def2-TZVPD.

Output
Frontier orbital gap (spin up / spin down) in eV: 8.44 / 6.91

```
! RIJCOSX wB97M-V def2-TZVPD def2/J DEFGRID3
* xyz 1 1
C 1.51 0.94 0.26
C 0.51 -1.08 -0.10
C -2.07 0.52 -0.38
N 0.53 0.97 1.04
N 1.60 -0.24 -0.48
N -0.17 -0.17 0.88
H 2.30 1.80 0.08
H -0.15 -1.37 -0.88
H 0.85 -1.97 0.40
H -2.91 0.08 0.24
H -2.16 1.52 -0.56
H -1.66 0.01 -1.19
H 2.42 -0.60 -1.03
H -0.60 -0.40 1.73
*
```

We find 3 to be the most stable, with the next structure 60.7 kcal/mol higher.